Entry P
C9H15N3 | ωB97M-V/def2-TZVPD

SMILES string   CN1C(C)(C)N=C(C#N)C1(C)C
Lowest unoccupied orbital energy   0.287 eV
Molecular weight   165.24 g mol⁻¹
Spin multiplicity   1
Net charge   0

Atoms and positions in Å:
1 C 1.417 -1.344 -0.024
2 N 0.492 -0.287 -0.303
3 C -0.824 -0.615 -0.854
4 C -0.665 -0.825 -2.434
5 C -1.546 -1.859 -0.341
6 N -1.562 0.622 -0.725
7 C -1.012 1.411 0.062
8 C -1.362 2.675 0.567
9 N -1.557 3.650 1.118
10 C 0.417 0.852 0.560
11 C 1.663 1.891 0.432
12 C 0.316 0.523 2.096
13 H 1.668 -1.888 -0.960
14 H 2.316 -0.903 0.377
15 H 0.914 -2.159 0.634
16 H -0.052 -0.067 -2.932
17 H -1.711 -0.766 -2.757
18 H -0.098 -1.733 -2.713
19 H -1.974 -1.814 0.721
20 H -1.015 -2.757 -0.584
21 H -2.501 -1.835 -0.902
22 H 2.512 1.377 0.767
23 H 1.281 2.638 1.168
24 H 1.717 2.226 -0.595
25 H 1.253 -0.052 2.528
26 H -0.348 -0.342 2.316
27 H 0.259 1.383 2.777

---

Entry Q
C9H15N3 | ωB97M-V/def2-TZVPD

SMILES string   CC/C(C)=N/C.c1cncnc1
Lowest unoccupied orbital energy   0.878 eV
Molecular weight   165.24 g mol⁻¹
Spin multiplicity   1
Net charge   0

Atoms and positions in Å:
1 C 2.213 -1.991 0.634
2 C 1.690 -1.121 -0.474
3 C 1.735 0.418 -0.075
4 C 2.793 1.201 -0.873
5 N 1.123 0.778 0.954
6 C 1.247 2.015 1.677
7 H 1.701 -1.604 1.540
8 H 1.793 -3.036 0.494
9 H 3.317 -2.025 0.889
10 H 0.612 -1.421 -0.580
11 H 2.084 -1.297 -1.518
12 H 2.676 2.146 -0.636
13 H 3.723 0.824 -0.434
14 H 2.737 0.968 -1.985
15 H 0.314 2.590 1.507
16 H 1.234 1.718 2.704
17 H 2.159 2.483 1.424
18 C -4.321 -0.356 -1.032
19 C -4.150 -0.551 0.312
20 N -2.993 -0.494 0.950
21 C -1.971 -0.094 0.155
22 N -2.083 0.157 -1.078
23 C -3.270 0.041 -1.745
24 H -5.206 -0.619 -1.421
25 H -4.971 -0.817 0.989
26 H -0.945 -0.275 0.502
27 H -3.239 0.360 -2.881

---

Which of them is the most stable? Correct choice: entry P.

---

Entry P
C2H9N2O | ωB97M-V/def2-TZVPD

Lowest unoccupied orbital energy   -4.157 eV
Molecular weight   77.11 g mol⁻¹
Spin multiplicity   1
Net charge   +1

Atoms and positions in Å:
1 C 1.518 0.505 1.539
2 N -0.246 -1.350 -1.094
3 C 0.912 -0.813 -0.477
4 N 0.634 0.157 0.442
5 H 1.727 1.552 1.490
6 H 0.909 0.358 2.395
7 H 2.339 -0.184 1.583
8 H -1.142 -1.142 -0.672
9 H -0.091 -2.098 -1.751
10 H 1.981 -1.075 -0.529
11 H -0.319 0.553 0.485
12 H -3.176 0.605 -0.799
13 H -2.694 1.874 -1.497
14 O -2.352 1.055 -1.115

---

Entry Q
C2H9N2O | ωB97M-V/def2-TZVPD

Lowest unoccupied orbital energy   -3.496 eV
Molecular weight   77.11 g mol⁻¹
Spin multiplicity   1
Net charge   +1

Atoms and positions in Å:
1 C -1.898 0.883 0.347
2 N -0.794 1.459 -0.493
3 H -2.005 -0.201 0.160
4 H -1.641 1.015 1.398
5 H -2.827 1.569 0.122
6 H 0.169 1.411 -0.017
7 H -1.053 2.422 -0.963
8 H -0.729 0.774 -1.318
9 C 2.035 -1.192 -0.331
10 N 1.590 -2.016 0.617
11 O 1.202 -0.438 -0.913
12 H 3.090 -1.183 -0.772
13 H 2.229 -2.735 1.101
14 H 0.632 -1.769 1.063

---

Which of them is the most stable? Correct choice: entry P.

---

Entry P
C3H4NO3 | ωB97M-V/def2-TZVPD

Lowest unoccupied orbital energy   4.100 eV
Molecular weight   102.07 g mol⁻¹
Spin multiplicity   1
Net charge   -1

Atoms and positions in Å:
1 C -0.998 1.172 1.084
2 C 0.764 -1.523 0.244
3 C -0.352 -0.361 -0.593
4 N -1.035 0.224 0.264
5 O 1.394 -0.990 1.105
6 O 0.618 -2.609 -0.238
7 O 0.966 0.921 -1.528
8 H -1.869 1.181 1.782
9 H -0.702 2.159 0.798
10 H -0.642 -0.779 -1.642
11 H 1.855 0.604 -1.276

---

Entry Q
C3H4NO3 | ωB97M-V/def2-TZVPD

SMILES string   CC(=O)NC(=O)[O-]
Lowest unoccupied orbital energy   4.186 eV
Molecular weight   102.07 g mol⁻¹
Spin multiplicity   1
Net charge   -1

Atoms and positions in Å:
1 C -1.402 -0.223 -1.095
2 C -1.005 0.854 -0.064
3 O -1.773 1.747 0.277
4 N 0.220 0.635 0.450
5 C 1.272 -0.750 0.225
6 O 0.649 -1.671 0.725
7 O 2.295 -0.513 -0.360
8 H -0.542 -0.711 -1.525
9 H -2.061 0.213 -1.863
10 H -2.040 -0.979 -0.648
11 H 0.430 1.110 1.318

---

Which of them is the most stable? Correct choice: entry Q.